1.
The following is a quantum chemistry calculation of a molecular structure, C10H16ClRhSTi in a non-equilibrium geometry, from the OMol25 dataset.

Results
relative energy (zero: lowest compared OMol25 entry of this formula, charge and spin): 121.0 kJ/mol
HOMO (alpha / beta): -7.24 / -7.19 eV
LUMO energy (alpha / beta): -0.46 / -3.28 eV
energy: -2208.6922 Ha
<S²>: 6.02
gap between HOMO and LUMO (alpha / beta): 6.8 / 3.9 eV

ORCA input file:
```
! wB97M-V def2-TZVPD RIJCOSX def2/J DEFGRID3
* xyz 0 5
Rh -1.262 2.005 -0.179
Cl -1.105 4.185 -0.976
C -1.816 0.124 -0.203
H -1.130 -0.451 0.404
H -2.122 -0.466 -1.080
H -2.649 0.389 0.367
Ti 0.568 -0.129 -2.898
C 2.371 0.638 -3.499
C -0.730 -0.050 -4.510
C 0.790 -1.922 -1.966
H -1.309 -0.960 -4.648
H -1.449 0.737 -4.268
H -0.281 0.232 -5.462
H 3.184 0.000 -3.162
H 2.471 0.828 -4.568
H 2.478 1.597 -2.984
H -0.178 -2.432 -1.754
H 1.370 -1.887 -1.037
S 0.416 1.670 1.066
C 0.180 0.612 2.449
C 1.161 -0.387 2.736
C 1.038 -1.223 3.834
C -0.078 -1.071 4.697
C -1.036 -0.093 4.440
C -0.896 0.760 3.335
H 2.002 -0.490 2.054
H 1.758 -2.014 4.027
H -0.185 -1.734 5.565
H -1.922 0.005 5.095
H -1.638 1.527 3.123
*
```

=====

2.
The following is a quantum chemistry calculation of C8H13N3O in the gas phase in a non-equilibrium geometry, from the OMol25 dataset.

Results
SMILES string: CC(C)[C@H](C)C(=O)n1cncn1
relative energy (zero: lowest compared OMol25 entry of this formula, charge and spin): 234.7 kJ/mol
HOMO: -9.83 eV
LUMO energy: 0.57 eV
energy: -552.0703 Ha
gap between HOMO and LUMO: 10.4 eV

ORCA input file:
```
! wB97M-V def2-TZVPD RIJCOSX def2/J DEFGRID3
* xyz 0 1
C -1.737 -1.049 0.257
C -0.309 -0.423 -0.187
C -0.404 -0.044 -1.565
C 0.201 0.584 0.833
C -0.694 1.831 0.852
C 1.807 1.156 0.149
O 1.830 2.252 -0.283
N 2.902 0.389 0.120
C 3.012 -0.885 0.677
N 4.129 -1.426 0.329
C 4.622 -0.504 -0.569
N 3.932 0.561 -0.693
H -1.586 -1.306 1.360
H -2.493 -0.244 0.174
H -1.991 -1.984 -0.253
H 0.379 -1.242 -0.136
H 0.374 0.553 -2.084
H -0.617 -0.903 -2.219
H -1.291 0.589 -1.693
H 0.402 0.055 1.767
H -0.525 2.335 -0.131
H -1.690 1.433 0.974
H -0.286 2.640 1.561
H 2.407 -1.274 1.393
H 5.466 -0.496 -1.176
*
```

=====

3.
The following is a quantum chemistry calculation of a molecular structure, C45H39BrCoN6O3 in a non-equilibrium geometry, from the OMol25 dataset.

Results
relative energy (zero: lowest compared OMol25 entry of this formula, charge and spin): 25.6 kJ/mol
HOMO: -10.75 eV
LUMO energy: -3.78 eV
energy: -6249.0744 Ha
gap between HOMO and LUMO: 7.0 eV

ORCA input file:
```
! wB97M-V def2-TZVPD RIJCOSX def2/J DEFGRID3
* xyz 1 1
Co 0.412 -0.095 -0.181
Br 6.255 -0.031 -4.632
C 5.061 -0.074 -3.186
C 5.551 0.041 -1.893
C 4.670 0.014 -0.827
C 3.308 -0.124 -1.051
C 2.834 -0.249 -2.338
C 3.708 -0.220 -3.417
N 2.350 -0.162 0.037
C 2.676 -0.228 1.239
C 1.579 -0.312 2.214
C 1.770 -0.349 3.565
C 0.648 -0.375 4.390
C -0.604 -0.367 3.816
C -0.713 -0.341 2.432
N 0.367 -0.326 1.661
H 6.612 0.152 -1.720
H 5.077 0.113 0.171
H 1.779 -0.367 -2.524
H 3.332 -0.311 -4.426
H 3.709 -0.249 1.572
H 2.775 -0.338 3.967
H 0.757 -0.392 5.467
H -1.501 -0.377 4.418
H -1.672 -0.331 1.936
O 0.176 1.631 -2.214
C 0.385 2.365 -1.246
N 0.428 3.713 -1.172
C 0.783 4.157 0.183
C 0.845 2.785 0.913
O 1.127 2.613 2.078
N 0.534 1.823 -0.001
C -0.325 4.989 0.828
C -0.126 5.507 2.105
C -1.128 6.235 2.725
C -2.338 6.458 2.076
C -2.540 5.945 0.807
C -1.535 5.206 0.186
C 2.132 4.871 0.176
C 3.317 4.213 0.485
C 4.534 4.879 0.400
C 4.575 6.206 0.001
C 3.396 6.867 -0.316
C 2.181 6.204 -0.224
H 0.552 4.284 -1.992
H 0.815 5.332 2.612
H -0.964 6.634 3.718
H -3.118 7.033 2.561
H -3.476 6.120 0.292
H -1.697 4.809 -0.809
H 3.297 3.178 0.806
H 5.450 4.360 0.652
H 5.523 6.726 -0.058
H 3.420 7.904 -0.628
H 1.261 6.730 -0.454
C -4.863 -5.331 1.131
C -5.414 -4.570 -0.066
N -4.537 -3.482 -0.518
C -3.831 -3.665 -1.786
C -2.746 -4.722 -1.700
C -4.520 -2.362 0.223
O -5.201 -2.206 1.227
C -3.666 -1.193 -0.201
C -4.320 0.002 -0.478
C -3.575 1.141 -0.697
C -2.200 1.069 -0.590
N -1.562 -0.078 -0.320
C -2.290 -1.198 -0.145
H -5.547 -6.137 1.403
H -4.762 -4.667 1.988
H -3.890 -5.771 0.904
H -6.384 -4.142 0.180
H -5.542 -5.239 -0.917
H -3.412 -2.710 -2.098
H -4.569 -3.948 -2.540
H -2.018 -4.465 -0.931
H -2.220 -4.812 -2.652
H -3.166 -5.700 -1.455
H -5.402 0.023 -0.503
H -4.040 2.092 -0.913
H -1.602 1.960 -0.686
H -1.733 -2.099 0.075
C 0.546 -1.926 -0.556
C 0.715 -3.118 -0.644
C 0.963 -4.531 -0.852
C 0.920 -5.418 0.223
C 1.143 -6.773 0.022
C 1.415 -7.252 -1.252
C 1.469 -6.371 -2.323
C 1.246 -5.016 -2.125
H 0.706 -5.038 1.214
H 1.105 -7.455 0.861
H 1.587 -8.309 -1.409
H 1.687 -6.740 -3.317
H 1.285 -4.325 -2.958
*
```

=====

4.
The following is a quantum chemistry calculation of a gas-phase ion, C11H6NO2 (charge -1) in a non-equilibrium geometry, from the OMol25 dataset.

Results
SMILES string: O=C([O-])C1=C[C@@]12C=Nc1ccccc12
relative energy (zero: lowest compared OMol25 entry of this formula, charge and spin): 42.7 kJ/mol
HOMO: -4.69 eV
LUMO energy: 3.51 eV
energy: -627.9462 Ha
gap between HOMO and LUMO: 8.2 eV

ORCA input file:
```
! wB97M-V def2-TZVPD RIJCOSX def2/J DEFGRID3
* xyz -1 1
O -3.389 -1.715 1.021
C -3.536 -0.745 0.291
O -4.519 -0.214 -0.308
C -2.315 0.141 -0.227
C -2.069 0.676 -1.374
C -0.798 0.736 -0.181
C -0.372 2.130 0.029
N 0.887 2.192 0.341
C 1.364 0.931 0.269
C 2.692 0.538 0.593
C 2.968 -0.865 0.515
C 1.945 -1.816 0.201
C 0.690 -1.359 -0.263
C 0.408 -0.021 -0.081
H -2.160 1.195 -2.244
H -1.207 2.959 0.104
H 3.451 1.246 0.820
H 3.986 -1.233 0.685
H 2.242 -2.823 0.076
H -0.267 -1.955 -0.269
*
```

=====

5.
The following is a quantum chemistry calculation of a molecular structure, C5H15NO in a non-equilibrium geometry, from the OMol25 dataset.

Results
relative energy (zero: lowest compared OMol25 entry of this formula, charge and spin): 757.6 kJ/mol
HOMO: -7.59 eV
LUMO energy: -3.45 eV
energy: -329.2191 Ha
gap between HOMO and LUMO: 4.1 eV

ORCA input file:
```
! wB97M-V def2-TZVPD RIJCOSX def2/J DEFGRID3
* xyz 0 1
C 0.040 -1.817 0.576
C -0.302 -0.425 0.942
C 0.549 0.736 0.470
C -0.233 2.072 0.583
C 0.923 0.634 -1.007
N -2.342 0.108 -0.575
H 1.045 -2.060 0.974
H -0.710 -2.579 0.810
H 0.093 -2.009 -0.497
H -0.509 -0.374 2.014
H 1.475 0.723 1.066
H 0.417 2.929 0.452
H -0.592 2.145 1.623
H -1.168 1.983 0.043
H 1.578 1.471 -1.256
H 1.409 -0.316 -1.287
H -0.010 0.780 -1.563
H -2.476 -0.413 -1.443
H -1.337 -0.173 0.220
H 3.103 -1.526 -1.162
H -3.190 0.022 -0.017
O 2.238 -1.912 -0.966
*
```

=====

6.
The following is a quantum chemistry calculation of 2 unconnected molecules or ions with the total composition C5H8N in a non-equilibrium geometry, from the OMol25 dataset.

Results
relative energy (zero: lowest compared OMol25 entry of this formula, charge and spin): 983.1 kJ/mol
HOMO (alpha / beta): -15.50 / -15.50 eV
LUMO energy (alpha / beta): -6.87 / -6.86 eV
energy: -249.4507 Ha
gap between HOMO and LUMO (alpha / beta): 8.6 / 8.6 eV

ORCA input file:
```
! wB97M-V def2-TZVPD RIJCOSX def2/J DEFGRID3
* xyz 1 1
C 1.359 -0.157 0.185
C 2.602 -0.230 0.015
C 0.115 -0.735 -0.546
C -0.650 -1.841 0.101
C -0.091 1.916 -0.060
N 0.100 0.466 0.153
H 0.159 -0.665 -1.590
H -0.180 -2.737 -0.025
H -1.724 -1.606 -0.297
H -0.518 -1.771 1.130
H 0.741 2.520 0.194
H -0.061 2.245 -1.083
H -0.969 2.483 0.389
H -0.884 0.112 1.432
*
```